Entry from OMol25: a 5-piece molecular cluster, C36H54F3N2O10S overall at a distorted geometry (wB97M-V/def2-TZVPD).

Net charge: +1
LUMO level (eV): -2.155
Strongest force on any atom (eV/Å): 1.5
Calculated total energy (eV): -80642.99571
Gap between HOMO and LUMO (eV): 9.04

Structure (XYZ):
```
106
C36H54F3N2O10S (wB97M-V/def2-TZVPD)
C -4.737 -0.767 -1.237
C -3.648 -1.255 -1.087
C -2.331 -1.849 -0.916
N -1.379 -1.018 -0.162
C -1.511 -0.514 1.141
S -2.933 -0.691 2.196
C -3.555 -2.322 2.047
O -2.475 -0.514 3.547
O -3.958 0.198 1.732
C -0.344 0.135 1.441
C 0.012 0.820 2.713
C -0.449 2.315 2.712
C -1.642 2.563 3.549
F -1.470 2.542 4.877
C -2.857 2.777 3.079
F -3.929 2.787 3.800
F -3.117 3.044 1.829
N 0.464 0.025 0.327
C 1.873 0.482 0.122
C 2.835 -0.661 0.506
C 2.264 1.794 0.777
C 1.570 3.055 0.246
C -0.172 -0.686 -0.618
C 0.433 -1.081 -1.910
C 0.391 -0.030 -3.054
C -0.387 1.252 -2.783
C -1.911 0.971 -2.851
C -0.019 2.312 -3.830
H -5.716 -0.352 -1.269
H -1.903 -2.044 -1.895
H -2.396 -2.814 -0.413
H -2.819 -3.076 2.321
H -3.934 -2.490 1.045
H -4.393 -2.388 2.737
H -0.548 0.327 3.501
H 1.058 0.701 2.970
H 0.380 2.965 2.991
H -0.731 2.613 1.702
H 1.959 0.648 -0.950
H 3.427 -0.951 -0.362
H 3.537 -0.353 1.276
H 2.298 -1.555 0.817
H 2.234 1.732 1.862
H 3.323 1.895 0.537
H 2.199 3.566 -0.475
H 1.393 3.757 1.059
H 0.601 2.861 -0.208
H 0.017 -2.027 -2.247
H 1.477 -1.299 -1.693
H 1.408 0.177 -3.376
H -0.096 -0.504 -3.908
H -0.143 1.688 -1.812
H -2.437 1.299 -1.956
H -2.339 1.464 -3.721
H -2.111 -0.094 -2.985
H -0.667 3.165 -3.660
H 0.998 2.647 -3.646
H -0.141 1.901 -4.829
O 0.617 4.901 -2.061
C 0.559 5.775 -2.879
O 0.216 5.527 -4.162
C 0.344 6.724 -4.955
C 0.259 7.872 -3.956
C 0.883 7.246 -2.709
H 1.307 6.691 -5.469
H -0.452 6.735 -5.694
H 0.759 8.774 -4.302
H -0.785 8.118 -3.762
H 1.968 7.357 -2.691
H 0.466 7.620 -1.779
O -3.321 -7.661 2.431
C -3.111 -7.017 3.411
O -3.223 -5.657 3.415
C -2.821 -5.123 4.685
C -2.953 -6.277 5.673
C -2.657 -7.485 4.782
H -1.789 -4.773 4.589
H -3.460 -4.280 4.941
H -2.295 -6.181 6.533
H -3.979 -6.332 6.036
H -1.590 -7.707 4.729
H -3.200 -8.379 5.073
O 3.457 0.896 -3.727
C 3.463 0.920 -4.929
O 2.416 1.389 -5.638
C 2.650 1.215 -7.052
C 4.163 1.096 -7.191
C 4.548 0.434 -5.868
H 2.131 0.311 -7.374
H 2.231 2.069 -7.578
H 4.466 0.542 -8.076
H 4.609 2.090 -7.247
H 4.497 -0.655 -5.917
H 5.526 0.734 -5.503
O 2.072 -6.057 6.655
C 1.926 -5.127 5.926
O 1.426 -5.266 4.664
C 1.449 -4.007 3.982
C 1.470 -2.953 5.081
C 2.256 -3.665 6.181
H 2.338 -3.978 3.347
H 0.560 -3.925 3.356
H 1.912 -2.016 4.744
H 0.454 -2.748 5.422
H 3.333 -3.532 6.078
H 1.950 -3.378 7.183
```



Entry from OMol25: a 4-piece molecular cluster, C10H22FO8S2 overall at a distorted geometry (wB97M-V/def2-TZVPD).

Net charge: -1
LUMO level (eV): 2.788
Energy relative to the best compared isomer or geometry (same formula, charge and spin) (eV): 0.000
Strongest force on any atom (eV/Å): 2.6
Calculated total energy (eV): -51494.74382
Gap between HOMO and LUMO (eV): 7.66

Structure (XYZ):
```
43
C10H22FO8S2 (wB97M-V/def2-TZVPD)
F -0.079 -0.280 1.536
O 4.763 -1.277 1.723
C 3.859 -2.059 1.740
O 4.066 -3.300 2.246
C 2.939 -4.150 2.031
C 2.078 -3.438 0.976
C 2.451 -1.982 1.163
H 2.393 -4.278 2.968
H 3.321 -5.113 1.694
H 1.013 -3.618 1.124
H 2.310 -3.817 -0.022
H 1.931 -1.562 2.032
H 2.320 -1.413 0.254
O -1.081 4.001 2.382
S -1.022 3.227 1.177
O -1.951 2.172 0.892
O -1.100 4.297 -0.087
C -0.609 5.601 0.147
C -0.621 6.355 -1.191
C 0.636 2.598 0.755
H 0.443 5.576 0.454
H -1.194 6.147 0.886
H -1.630 6.299 -1.612
H -0.018 5.850 -1.944
H -0.403 7.396 -0.965
H 1.279 3.474 0.852
H 0.505 2.111 -0.196
H 0.924 1.946 1.581
O -3.367 0.105 -2.725
S -2.635 -0.647 -1.727
O -3.139 -0.602 -0.382
O -2.542 -2.193 -2.211
C -2.326 -3.156 -1.131
C -1.566 -4.335 -1.640
C -0.933 -0.087 -1.611
H -3.362 -3.405 -0.893
H -1.837 -2.719 -0.260
H -0.834 -4.008 -2.384
H -2.124 -5.170 -2.061
H -0.972 -4.749 -0.820
H -0.520 -0.337 -0.626
H -0.989 1.001 -1.656
H -0.376 -0.460 -2.469
```



Entry from OMol25: one molecule with the formula C3H7NO2S at a distorted geometry (wB97M-V/def2-TZVPD).

LUMO level (eV): 0.426
Energy relative to the best compared isomer or geometry (same formula, charge and spin) (eV): 1.325
Strongest force on any atom (eV/Å): 3.0
Calculated total energy (eV): -19644.27953
SMILES string: N[C@@H](CS)C(=O)O
Gap between HOMO and LUMO (eV): 9.85

Structure (XYZ):
```
14
C3H7NO2S (wB97M-V/def2-TZVPD)
N -0.194 0.726 1.423
C -0.365 -0.090 0.210
C 0.351 0.265 -1.082
S -0.750 0.678 -2.470
C 0.262 -1.480 0.640
O -0.361 -2.504 0.657
O 1.613 -1.382 0.697
H -1.086 0.800 1.911
H -0.089 1.687 1.120
H -1.397 -0.337 0.013
H 0.990 1.130 -0.954
H 0.881 -0.625 -1.367
H -1.468 1.580 -1.811
H 1.613 -0.447 1.014
```



Entry from OMol25: a 2-piece molecular cluster, C33H45FINO5 overall at a distorted geometry (wB97M-V/def2-TZVPD).

LUMO level (eV): -0.147
Strongest force on any atom (eV/Å): 2.2
Calculated total energy (eV): -57492.38037
Gap between HOMO and LUMO (eV): 7.27

Structure (XYZ):
```
86
C33H45FINO5 (wB97M-V/def2-TZVPD)
C 3.133 2.696 3.276
C 3.336 2.960 1.960
C 4.709 2.736 1.474
O 5.487 1.891 1.803
O 5.053 3.714 0.547
C 5.086 3.098 -0.748
C 3.675 3.030 -1.284
C 3.459 1.736 -2.077
C 2.780 0.743 -1.130
C 1.703 -0.130 -1.695
C 1.289 -1.090 -0.572
C -0.184 -1.397 -0.622
N -0.883 -0.186 -0.032
C -2.249 -0.502 0.431
O -2.942 0.678 0.645
C -3.898 0.635 1.723
C -5.127 1.430 1.318
C -4.969 2.942 1.590
C -5.939 3.421 2.665
C -2.932 -1.483 -0.491
O -2.918 -1.035 -1.838
C -3.597 0.146 -2.109
O -4.777 0.174 -2.154
C -2.695 1.292 -2.369
C -1.590 1.104 -3.210
C -0.708 2.161 -3.448
C -0.924 3.390 -2.827
C -2.035 3.584 -2.001
C -2.921 2.535 -1.769
C -2.199 -2.854 -0.371
I -2.311 -3.893 -2.264
C -0.718 -2.665 0.040
C 0.161 -3.887 -0.183
C 1.309 -4.077 0.793
C 1.550 -3.236 1.886
C 2.601 -3.460 2.776
C 3.447 -4.548 2.581
C 3.235 -5.378 1.481
C 2.185 -5.162 0.582
C 2.039 -6.117 -0.582
H 3.408 1.710 3.628
H 2.765 3.440 3.967
H 2.546 3.302 1.311
H 5.795 3.596 -1.401
H 5.422 2.068 -0.633
H 3.433 3.885 -1.913
H 3.016 3.014 -0.428
H 4.393 1.299 -2.433
H 2.884 1.932 -2.985
H 3.567 0.115 -0.721
H 2.292 1.325 -0.354
H 0.867 0.467 -2.065
H 2.026 -0.708 -2.567
H 1.530 -0.581 0.370
H 1.905 -1.976 -0.668
H -0.475 -1.458 -1.671
H -0.897 0.577 -0.718
H -0.311 0.133 0.759
H -2.142 -0.990 1.402
H -3.422 1.128 2.570
H -4.168 -0.388 1.977
H -5.237 1.305 0.243
H -5.994 1.030 1.835
H -3.951 3.145 1.918
H -5.132 3.487 0.664
H -5.700 4.431 2.984
H -5.871 2.764 3.528
H -6.956 3.404 2.284
H -3.964 -1.602 -0.164
H -1.433 0.140 -3.672
H 0.141 2.009 -4.096
H -0.229 4.201 -2.982
H -2.209 4.530 -1.513
H -3.766 2.675 -1.114
H -2.744 -3.446 0.353
H -0.757 -2.495 1.118
H -0.469 -4.772 -0.134
H 0.584 -3.821 -1.183
H 0.931 -2.372 2.073
H 2.737 -2.787 3.607
H 4.261 -4.724 3.266
H 3.907 -6.211 1.328
H 1.545 -7.030 -0.261
H 3.030 -6.374 -0.943
H 1.504 -5.662 -1.407
F 1.617 1.290 1.046
```



What did the fourth record say?
Entry from OMol25: a 2-piece molecular cluster, C33H45FINO5 overall at a distorted geometry (wB97M-V/def2-TZVPD).

LUMO level (eV): -0.147
Strongest force on any atom (eV/Å): 2.2
Calculated total energy (eV): -57492.38037
Gap between HOMO and LUMO (eV): 7.27

Structure (XYZ):
```
86
C33H45FINO5 (wB97M-V/def2-TZVPD)
C 3.133 2.696 3.276
C 3.336 2.960 1.960
C 4.709 2.736 1.474
O 5.487 1.891 1.803
O 5.053 3.714 0.547
C 5.086 3.098 -0.748
C 3.675 3.030 -1.284
C 3.459 1.736 -2.077
C 2.780 0.743 -1.130
C 1.703 -0.130 -1.695
C 1.289 -1.090 -0.572
C -0.184 -1.397 -0.622
N -0.883 -0.186 -0.032
C -2.249 -0.502 0.431
O -2.942 0.678 0.645
C -3.898 0.635 1.723
C -5.127 1.430 1.318
C -4.969 2.942 1.590
C -5.939 3.421 2.665
C -2.932 -1.483 -0.491
O -2.918 -1.035 -1.838
C -3.597 0.146 -2.109
O -4.777 0.174 -2.154
C -2.695 1.292 -2.369
C -1.590 1.104 -3.210
C -0.708 2.161 -3.448
C -0.924 3.390 -2.827
C -2.035 3.584 -2.001
C -2.921 2.535 -1.769
C -2.199 -2.854 -0.371
I -2.311 -3.893 -2.264
C -0.718 -2.665 0.040
C 0.161 -3.887 -0.183
C 1.309 -4.077 0.793
C 1.550 -3.236 1.886
C 2.601 -3.460 2.776
C 3.447 -4.548 2.581
C 3.235 -5.378 1.481
C 2.185 -5.162 0.582
C 2.039 -6.117 -0.582
H 3.408 1.710 3.628
H 2.765 3.440 3.967
H 2.546 3.302 1.311
H 5.795 3.596 -1.401
H 5.422 2.068 -0.633
H 3.433 3.885 -1.913
H 3.016 3.014 -0.428
H 4.393 1.299 -2.433
H 2.884 1.932 -2.985
H 3.567 0.115 -0.721
H 2.292 1.325 -0.354
H 0.867 0.467 -2.065
H 2.026 -0.708 -2.567
H 1.530 -0.581 0.370
H 1.905 -1.976 -0.668
H -0.475 -1.458 -1.671
H -0.897 0.577 -0.718
H -0.311 0.133 0.759
H -2.142 -0.990 1.402
H -3.422 1.128 2.570
H -4.168 -0.388 1.977
H -5.237 1.305 0.243
H -5.994 1.030 1.835
H -3.951 3.145 1.918
H -5.132 3.487 0.664
H -5.700 4.431 2.984
H -5.871 2.764 3.528
H -6.956 3.404 2.284
H -3.964 -1.602 -0.164
H -1.433 0.140 -3.672
H 0.141 2.009 -4.096
H -0.229 4.201 -2.982
H -2.209 4.530 -1.513
H -3.766 2.675 -1.114
H -2.744 -3.446 0.353
H -0.757 -2.495 1.118
H -0.469 -4.772 -0.134
H 0.584 -3.821 -1.183
H 0.931 -2.372 2.073
H 2.737 -2.787 3.607
H 4.261 -4.724 3.266
H 3.907 -6.211 1.328
H 1.545 -7.030 -0.261
H 3.030 -6.374 -0.943
H 1.504 -5.662 -1.407
F 1.617 1.290 1.046
```



Look up the gap between HOMO and LUMO of the second one. 7.66 eV